<1>
An isolated molecule of C2H4N4O, computed with wB97M-V/def2-TZVPD.

ORCA input file:
```
! RIJCOSX wB97M-V def2-TZVPD def2/J DEFGRID3
* xyz 0 1
O -2.428 -0.497 -0.093
N -1.568 0.611 0.090
C -0.322 0.290 -0.077
N 0.836 1.007 -0.043
C 1.847 0.090 -0.024
N 1.526 -1.118 -0.017
N 0.153 -1.009 -0.089
H -3.324 -0.083 -0.019
H 0.873 2.006 -0.163
H 2.890 0.424 0.067
H -0.482 -1.721 0.369
*
```

LUMO: 0.84 eV
HOMO: -7.8 eV
SMILES: O/N=c1/[nH]cn[nH]1
HOMO-LUMO gap: 8.6 eV



<2>
An isolated molecule of C2H4N4O, computed with wB97M-V/def2-TZVPD.

ORCA input file:
```
! RIJCOSX wB97M-V def2-TZVPD def2/J DEFGRID3
* xyz 0 1
C -1.518 -0.415 -0.273
N -0.203 0.215 -0.127
N 0.059 1.325 -0.677
N 1.257 1.474 -0.652
N 1.846 0.371 0.220
C 0.786 -0.452 0.573
O 0.481 -1.335 1.490
H -1.414 -1.556 0.133
H -2.261 0.211 0.490
H -1.840 -0.145 -1.391
H 2.806 0.307 0.214
*
```

LUMO: 0.78 eV
HOMO: -9.8 eV
SMILES: Cn1nn[nH]c1=O
HOMO-LUMO gap: 10.6 eV



Stability, lowest: <2>